1.
# C3H8N2O2

A 3-piece molecular cluster, C3H8N2O2 overall in a non-equilibrium geometry (ωB97M-V/def2-TZVPD, OMol25).

Calculated values
E_HOMO: -0.3421 Ha
SMILES string: c1c[nH]cn1.O.O
HOMO-LUMO gap: 10.00 eV
ΔE to the lowest compared entry with this formula, charge and spin: 1.286 eV

The geometry in XYZ format:
```
15
Properties=species:S:1:pos:R:3:mulliken_charge:R:1
C 1.74565 0.16353 -1.67320 -0.278
C 2.78058 -0.00485 -0.78151 -0.293
N 2.37808 0.64054 0.36025 -0.063
C 1.19281 1.22513 0.11368 -0.035
N 0.74600 0.92243 -1.08215 -0.574
H 1.83902 0.06849 -2.74024 0.367
H 3.83488 -0.19185 -0.90978 0.329
H 2.86493 0.58600 1.23763 0.186
H 0.71630 1.85505 0.84602 0.384
O -2.09788 -0.88747 0.13094 -0.682
H -1.18570 -0.77500 -0.15406 0.299
H -2.46857 -0.01860 -0.07299 0.332
O -4.50774 -1.26328 2.11648 -0.643
H -5.18874 -1.81132 1.69276 0.316
H -3.77877 -1.23926 1.49450 0.354
```

---

2.
# C3H8N2O2

A single C3H8N2O2 molecule in a non-equilibrium geometry (ωB97M-V/def2-TZVPD, OMol25).

Calculated values
E_HOMO: -0.3091 Ha
SMILES string: OCN1C[C@H](O)N1
HOMO-LUMO gap: 9.23 eV
ΔE to the lowest compared entry with this formula, charge and spin: 4.381 eV

The geometry in XYZ format:
```
15
Properties=species:S:1:pos:R:3:mulliken_charge:R:1
O -2.69298 1.00782 0.08936 -0.463
C -1.83993 -0.12506 0.04856 -0.353
N -0.48782 0.17797 0.46507 -0.149
C 0.58982 -0.83463 0.14902 -0.864
C 1.40546 0.37191 -0.46295 0.366
O 2.39165 0.88896 0.41453 -0.566
N 0.20072 1.23257 -0.30470 -0.526
H -2.66376 1.20050 0.99552 0.281
H -2.09770 -0.88467 0.71585 0.387
H -2.11084 -0.45519 -1.02009 0.268
H 0.43100 -1.57578 -0.50279 0.357
H 0.96480 -1.11965 1.03515 0.343
H 1.90059 0.12029 -1.37277 0.345
H 3.27433 0.76846 0.19881 0.309
H 0.35075 1.99154 0.29691 0.265
```

---

3.
# C3H8N2O2

C3H8N2O2 as an isolated structure in a non-equilibrium geometry (ωB97M-V/def2-TZVPD, OMol25).

Calculated values
E_HOMO: -0.3406 Ha
HOMO-LUMO gap: 10.23 eV
ΔE to the lowest compared entry with this formula, charge and spin: 5.957 eV

The geometry in XYZ format:
```
15
Properties=species:S:1:pos:R:3:mulliken_charge:R:1
C -0.93495 1.39938 0.19810 -1.061
C -1.39451 -1.22218 -0.16346 -1.120
C -0.62943 0.03858 -0.47720 0.290
N 1.89658 0.76559 -0.03506 -0.228
N 1.15911 -0.24097 0.05334 0.655
O 1.35140 -1.43552 0.34294 -0.739
O 3.22033 0.52274 0.16544 -0.417
H -0.37026 2.25260 -0.36598 0.298
H -2.01991 1.61962 0.24067 0.361
H -0.63722 1.45649 1.25300 0.333
H -0.72278 -2.05525 -0.08817 0.364
H -2.09604 -1.45956 -0.98473 0.312
H -1.79967 -1.21381 0.91181 0.277
H -0.43809 0.04068 -1.53195 0.327
H 3.41543 -0.46841 0.48124 0.349
```

---

4.
# C3H8N2O2

A single C3H8N2O2 molecule in a non-equilibrium geometry (ωB97M-V/def2-TZVPD, OMol25).

Calculated values
E_HOMO: -0.3257 Ha
SMILES string: NC(=O)CNCO
HOMO-LUMO gap: 9.61 eV
ΔE to the lowest compared entry with this formula, charge and spin: 1.986 eV

The geometry in XYZ format:
```
15
Properties=species:S:1:pos:R:3:mulliken_charge:R:1
N -0.82686 1.69760 1.96733 -0.412
C -1.12608 0.67138 1.10633 0.542
O -2.01232 -0.15710 1.31862 -0.569
C -0.30714 0.61175 -0.19693 -0.474
N 0.03375 -0.85225 -0.31964 -0.390
C 1.39503 -1.27626 -0.80026 -0.291
O 1.38625 -1.34385 -2.20630 -0.534
H -1.59530 2.18552 2.41009 0.251
H 0.03698 2.24878 1.80085 0.228
H -0.79848 0.89738 -1.13652 0.241
H 0.63505 1.20652 -0.11499 0.272
H -0.84417 -1.46652 -0.61258 0.246
H 2.04290 -0.49707 -0.43762 0.295
H 1.53620 -2.31220 -0.35086 0.263
H 0.44419 -1.61369 -2.42752 0.333
```